Record 1
# C23H49Br6N3O9

A 8-piece molecular cluster, C23H49Br6N3O9 overall at a distorted geometry (the ωB97M-V functional and the def2-TZVPD basis, the OMol25 dataset).

Calculated values
**M**: 991.081 u
**ΔE to the lowest compared entry with this formula, charge and spin**: 0.0 kcal per mole
**HOMO energy**: -0.3357 Ha
**2S+1**: 1
**E_LUMO**: 0.250 eV
**HOMO-LUMO gap**: 0.345 Eh
**SMILES**: CCOC(=O)OC.CCOC(=O)OC.CN(C)C=O.CN(C)C=O.CN(C)C=O.BrCCBr.BrCCBr.BrCCBr

Each line ends with the Löwdin charge.
Geometry (Å):
C1 1.0863 -0.3345 5.1024  -0.05
C2 1.9550 -1.1414 4.1910  -0.24
O1 2.5999 -2.3518 4.5885  0.06
C3 3.6960 -2.3382 5.3219  -0.58
O2 4.2011 -1.3556 5.9300  0.08
O3 4.1982 -3.5363 5.3518  0.01
C4 5.3150 -3.8978 6.0855  -0.05
H1 0.2073 -0.8277 5.5174  0.07
H2 0.7536 0.6362 4.7348  0.08
H3 1.7977 -0.1647 5.9106  0.08
H4 2.7112 -0.4654 3.7919  0.11
H5 1.3860 -1.3035 3.2756  0.11
H6 5.6434 -4.8606 5.6940  0.10
H7 5.1095 -3.9402 7.1550  0.11
H8 6.1343 -3.2041 5.8963  0.10
C5 -0.0485 3.0937 1.4414  -0.06
C6 -1.3127 3.1842 2.2071  -0.22
O4 -1.3644 2.2365 3.2382  0.06
C7 -2.3402 1.3720 3.3413  -0.66
O5 -3.3264 1.3309 2.6472  0.11
O6 -2.0584 0.4933 4.2370  0.03
C8 -2.6785 -0.8189 4.0416  0.00
H9 0.3775 2.1117 1.2360  0.07
H10 0.6972 3.6088 2.0468  0.08
H11 -0.0981 3.5224 0.4404  0.09
H12 -2.1621 3.1333 1.5259  0.13
H13 -1.2463 4.1435 2.7204  0.13
H14 -2.2979 -1.4681 4.8302  0.09
H15 -2.6134 -1.3269 3.0794  0.07
H16 -3.7493 -0.6928 4.2012  0.09
C9 3.0525 1.0873 -4.7664  -0.04
N1 2.8757 2.4449 -4.1867  -0.20
C10 3.3181 3.5840 -4.9526  -0.04
C11 2.0139 2.5923 -3.1987  -0.37
O7 1.4767 3.6397 -2.8330  -0.01
H17 2.8040 0.3081 -4.0458  0.08
H18 4.0555 0.9814 -5.1797  0.09
H19 2.3107 1.1016 -5.5649  0.02
H20 4.3891 3.7850 -4.9306  0.09
H21 3.0750 3.3720 -5.9938  0.08
H22 2.7866 4.4042 -4.4701  0.09
H23 1.7551 1.6043 -2.7875  0.11
C12 5.7424 -1.2114 0.1532  -0.06
N2 4.3980 -1.7331 0.0904  -0.19
C13 3.6878 -1.6864 1.3749  -0.05
C14 3.7004 -2.1227 -1.0171  -0.28
O8 2.4995 -2.4970 -1.0567  -0.05
H24 6.3389 -1.4687 -0.7220  0.08
H25 6.3536 -1.7267 0.8942  0.10
H26 5.6231 -0.1290 0.1045  0.10
H27 3.4404 -0.6439 1.5752  0.08
H28 2.7139 -2.1754 1.3535  0.09
H29 4.2606 -1.9645 2.2596  0.09
H30 4.3489 -2.2085 -1.9027  0.13
C15 -1.1927 -1.1148 0.7909  -0.05
N3 -0.8670 -0.4967 -0.4944  -0.18
C16 0.4751 -0.5994 -1.0781  -0.02
C17 -1.7881 0.2136 -1.1203  -0.36
O9 -1.5363 0.8031 -2.1939  -0.05
H31 -2.0445 -0.6980 1.3283  0.06
H32 -0.3268 -0.6983 1.3056  0.08
H33 -1.2036 -2.1990 0.9032  0.09
H34 0.4427 -1.6690 -1.2856  0.09
H35 0.7000 0.0193 -1.9469  0.07
H36 1.1707 -0.3346 -0.2818  0.08
H37 -2.7869 0.2543 -0.6588  0.08
Br1 -4.1758 -2.4464 -1.2496  0.71
C18 -4.2527 -2.9880 -3.1403  -0.61
C19 -3.9532 -1.7196 -4.0055  -0.68
Br2 -3.7916 -2.1026 -5.9406  0.58
H38 -5.1919 -3.5106 -3.3215  0.06
H39 -3.4444 -3.6879 -3.3522  0.05
H40 -2.9740 -1.3465 -3.7056  0.03
H41 -4.6922 -0.9230 -3.9181  0.05
Br3 -7.1594 -0.9861 2.7453  0.57
C20 -6.0272 -0.0593 1.3915  -0.70
C21 -6.5092 -0.1410 -0.0547  -0.65
Br4 -5.5747 1.2855 -1.1260  0.60
H42 -4.9709 -0.3269 1.4176  0.03
H43 -6.0363 1.0084 1.6105  0.03
H44 -7.5683 0.0968 -0.1542  0.05
H45 -6.3734 -1.1423 -0.4632  -0.02
Br5 -0.2116 2.0032 -6.3148  0.61
C22 -1.9898 2.9120 -5.9146  -0.61
C23 -2.5248 2.4149 -4.5959  -0.69
Br6 -4.2008 3.3640 -4.1107  0.58
H46 -2.7312 2.7212 -6.6905  0.05
H47 -1.8557 3.9895 -6.0103  0.05
H48 -1.8059 2.5978 -3.7972  0.03
H49 -2.6213 1.3304 -4.5453  0.04

---

Record 2
# C3H11N3O

C3H11N3O in the gas phase at a distorted geometry (the ωB97M-V functional and the def2-TZVPD basis, the OMol25 dataset).

Calculated values
**M**: 105.141 u
**ΔE to the lowest compared entry with this formula, charge and spin**: 62.0 kcal per mole
**HOMO energy**: -0.3249 Ha
**2S+1**: 1
**E_LUMO**: 0.952 eV
**HOMO-LUMO gap**: 0.360 Eh
**SMILES**: CCC(N)(N)NO

Each line ends with the Löwdin charge.
Geometry (Å):
C1 -0.7008 1.8907 0.2911  -0.13
C2 0.5564 1.1384 -0.1334  -0.16
C3 0.4307 -0.5372 0.1014  -0.65
N1 -0.2335 -0.8576 1.2990  0.10
N2 1.7664 -1.0230 0.1054  0.08
N3 -0.2477 -1.1122 -1.0795  -0.04
O1 -1.6779 -1.0437 -0.9831  -0.10
H1 -1.5720 1.5066 -0.2395  0.06
H2 -0.5965 2.9622 0.1151  0.07
H3 -0.8694 1.7674 1.3619  0.06
H4 0.7983 1.3951 -1.1697  0.09
H5 1.3987 1.4790 0.4738  0.09
H6 -1.2260 -0.6676 1.2469  0.08
H7 0.0125 -1.7457 1.7140  0.08
H8 1.8778 -1.9208 0.5597  0.08
H9 2.2498 -0.8206 -0.7592  0.08
H10 0.0025 -0.4502 -1.8367  0.11
H11 -1.9692 -1.9609 -1.0673  0.09